ORCA calculation (ωB97M-V/def2-TZVPD) on one molecule with the formula C6H6N2 at a distorted geometry.

Last column: Löwdin charge in e.
Positions of all 14 atoms, in Å:
C (-0.4536, -2.6350, 1.1416)  0.124
C (-0.4736, -1.4403, 0.8037)  -0.053
C (-0.3753, 0.0184, 0.4646)  -0.377
C (-0.0180, 1.6141, -0.8299)  -0.113
C (0.8344, 0.5504, -0.1460)  -0.276
C (1.3190, -0.5220, -0.8948)  -0.210
H (-0.6809, -3.5322, 1.7083)  0.034
H (-0.6746, 0.4118, 1.4414)  0.150
H (-1.9860, 1.0393, -0.2039)  0.100
H (-0.0261, 1.8374, -1.9019)  0.121
H (0.0523, 2.5708, -0.2714)  0.124
H (1.6297, 0.7647, 0.6043)  0.178
N (-1.1229, 0.7176, -0.5416)  0.017
N (1.9756, -1.3950, -1.3745)  0.181

Values from the calculation:
**Energy**: -341.5777 Eh
**Orbital gap**: 10.250 eV
**Energy relative to the best compared isomer or geometry (same formula, charge and spin)**: 380.4 kJ/mol